Entry from the OMol25 dataset: C22H25AgBN12S as an isolated structure at a distorted geometry (wB97M-V/def2-TZVPD).

Output
net charge: 0
frontier orbital gap (alpha / beta): 7.7 / 6.6 eV
calculated total energy: -2080.4326 Ha
2S+1: 2

Structure (XYZ):
```
62
Properties=species:S:1:pos:R:3:forces:R:3:mulliken_charge:R:1
Ag 13.485 -11.667 0.457 -1.4 -0.2 0.0 0.08
C 13.192 -15.842 2.264 0.1 2.1 -1.0 -1.26
C 12.596 -14.775 1.507 -0.1 -0.5 0.4 -0.22
N 13.539 -14.016 0.981 -0.4 0.5 -0.2 -0.21
N 14.724 -14.488 1.379 0.2 -0.7 0.4 0.51
C 14.548 -15.582 2.159 -1.2 -0.3 -0.3 -0.36
B 16.010 -14.077 0.659 -1.4 1.9 0.4 0.81
N 16.350 -12.476 1.053 1.0 -1.6 -0.6 0.44
C 17.576 -11.951 1.369 -0.9 -1.5 -0.6 -0.08
C 17.413 -10.598 1.539 0.8 0.2 0.9 -1.14
C 16.043 -10.395 1.396 0.5 1.4 0.3 -0.49
N 15.447 -11.497 1.058 -0.3 -1.1 0.1 -0.11
N 15.747 -14.234 -0.859 0.7 0.8 -0.5 1.62
C 16.651 -13.849 -1.804 -1.1 -1.5 -0.9 -0.55
C 16.410 -14.634 -2.933 1.0 0.9 -0.1 -0.97
C 15.301 -15.417 -2.610 0.1 -0.6 0.9 -0.68
N 14.934 -15.188 -1.349 -0.3 -0.4 0.1 -1.04
N 17.130 -14.944 1.069 0.8 0.8 0.9 0.65
C 17.593 -15.919 0.291 -0.6 -1.2 0.1 -0.37
C 18.453 -16.659 1.032 1.1 -0.6 0.4 -0.78
C 18.545 -15.991 2.271 -1.2 0.3 -1.3 -0.44
N 17.717 -14.948 2.314 0.1 -0.3 -0.7 -1.06
H 12.660 -16.572 2.812 -0.1 -0.7 0.4 0.45
H 11.537 -14.501 1.336 0.8 -0.4 0.2 0.36
H 15.342 -16.170 2.547 0.7 -0.1 0.2 0.44
H 18.385 -12.684 1.469 -0.2 0.8 0.0 0.45
H 18.168 -9.908 1.904 -0.3 -0.1 -0.3 0.40
H 15.432 -9.538 1.602 0.1 0.4 -0.2 0.40
H 17.376 -13.094 -1.652 0.6 0.5 0.3 0.57
H 17.064 -14.680 -3.803 -0.5 0.2 0.1 0.42
H 14.848 -16.259 -3.146 0.1 0.7 0.1 0.49
H 17.084 -16.169 -0.615 0.2 0.1 -0.5 0.42
H 18.937 -17.581 0.753 0.1 0.1 -0.1 0.42
H 19.147 -16.280 3.078 0.6 -0.1 1.1 0.52
C 9.236 -9.647 4.220 -0.3 -0.2 3.3 -0.90
C 9.474 -11.133 3.932 0.4 0.2 -0.2 -0.73
N 9.532 -11.466 2.521 -3.3 -1.1 -1.5 -0.15
C 10.537 -11.442 1.653 1.6 -0.6 0.0 0.29
S 12.031 -10.784 2.280 0.1 0.1 -0.2 -0.20
N 10.347 -12.033 0.467 1.0 0.6 -0.7 -1.19
N 11.484 -11.906 -0.348 -0.2 0.6 1.5 1.03
C 11.446 -12.076 -1.608 -0.5 -0.3 -1.0 0.45
C 10.212 -12.570 -2.289 0.2 0.3 -1.2 -1.41
C 12.671 -11.805 -2.442 1.0 1.4 0.2 0.85
C 12.801 -11.974 -3.845 -3.4 -2.0 1.9 -0.48
C 13.916 -11.641 -4.490 0.3 0.8 -1.3 -0.60
C 14.902 -11.001 -3.813 1.9 -0.1 0.7 -0.67
C 14.834 -10.869 -2.422 -2.1 0.2 -1.0 -0.23
N 13.684 -11.169 -1.774 0.4 -1.2 -0.9 -0.20
H 9.327 -9.549 5.377 -0.1 -0.2 -1.6 0.29
H 8.185 -9.315 4.085 0.8 -0.1 -0.7 0.30
H 10.018 -8.973 3.889 -0.2 0.0 -0.7 0.31
H 8.669 -11.726 4.385 0.2 0.1 -0.2 0.34
H 10.415 -11.501 4.352 -0.1 0.3 0.2 0.38
H 8.652 -11.858 2.079 1.5 0.7 0.9 0.30
H 10.542 -13.037 -3.243 -0.7 0.2 0.6 0.38
H 9.433 -11.804 -2.494 0.7 -0.2 0.1 0.25
H 9.755 -13.294 -1.655 -0.4 -0.7 0.4 0.42
H 12.021 -12.490 -4.431 0.3 0.4 0.6 0.16
H 13.909 -11.786 -5.561 0.5 0.0 -0.1 0.44
H 15.776 -10.759 -4.396 0.4 0.4 0.4 0.39
H 15.583 -10.375 -1.844 0.5 0.1 0.3 0.49
```
Positions in Å, forces in eV/Å.

---

Entry from the OMol25 dataset: one molecule with the formula C5H9N at a distorted geometry (wB97M-V/def2-TZVPD).

Output
net charge: 0
frontier orbital gap: 9.1 eV
calculated total energy: -250.5848 Ha
SMILES string: C=CC(=C)NC

Structure (XYZ):
```
15
Properties=species:S:1:pos:R:3:forces:R:3:mulliken_charge:R:1
C 1.316 -1.449 1.737 0.1 -0.2 -0.1 -0.73
C 0.225 -1.068 1.098 0.9 0.0 -0.8 -0.19
C 0.261 -0.016 0.066 -2.2 1.1 -0.8 1.01
C 1.327 0.676 -0.360 0.0 0.1 0.0 -1.25
N -1.114 0.163 -0.325 1.0 -1.0 1.6 -0.19
C -1.625 1.085 -1.223 -1.6 2.6 -1.3 -0.92
H 1.222 -2.361 2.318 0.6 0.4 0.3 0.26
H 2.258 -0.882 1.543 -0.8 -0.9 0.6 0.17
H -0.739 -1.573 1.148 0.4 -0.1 0.4 0.19
H 1.519 1.433 -1.097 -1.4 0.3 -0.6 0.28
H 2.290 0.544 0.052 0.7 -0.8 1.0 0.21
H -1.597 -0.705 -0.368 -0.2 -0.6 0.3 0.23
H -2.715 0.991 -1.581 1.4 -0.5 1.2 0.28
H -1.092 1.019 -2.120 1.0 0.3 -1.9 0.38
H -1.536 2.146 -0.886 0.0 -0.7 0.0 0.27
```
Positions in Å, forces in eV/Å.

---

Entry from the OMol25 dataset: C29H33BiN8S as an isolated structure (wB97M-V/def2-TZVPD).

Output
net charge: +2
frontier orbital gap: 7.7 eV
calculated total energy: -2175.2753 Ha

Structure (XYZ):
```
72
Properties=species:S:1:pos:R:3:forces:R:3:mulliken_charge:R:1
Bi -1.667 -0.790 -0.650 0.1 0.0 0.0 1.21
N -2.900 3.430 -1.886 0.0 -0.1 0.0 -0.37
C -2.591 2.332 -1.174 0.0 -0.1 0.1 0.41
S -3.519 0.877 -1.532 0.0 0.1 0.1 -0.50
N -1.626 2.427 -0.299 0.2 0.1 -0.1 -0.91
N -1.428 1.271 0.420 -0.2 -0.2 0.1 0.82
C -1.326 1.351 1.703 -0.1 0.2 0.0 0.43
C -1.287 2.647 2.417 -0.1 -0.1 0.0 -0.30
C -0.289 3.579 2.148 0.1 0.0 0.0 0.18
C -0.279 4.787 2.822 0.0 0.0 0.0 -0.87
C -1.280 5.083 3.739 0.0 0.0 0.0 -0.45
C -2.287 4.163 3.996 0.0 0.0 0.0 -0.90
C -2.284 2.937 3.347 0.0 0.0 0.0 -0.26
C -1.417 0.095 2.490 0.0 0.0 -0.1 0.54
C -1.065 0.039 3.827 0.1 0.1 0.0 -0.52
C -1.318 -1.129 4.537 0.0 0.0 0.0 -0.63
C -1.914 -2.199 3.893 0.0 -0.1 0.0 -0.79
C -2.203 -2.079 2.543 0.1 0.1 -0.1 -0.26
N -1.958 -0.961 1.862 -0.2 0.0 0.0 -0.40
H -3.720 3.428 -2.466 0.0 0.0 0.0 0.23
H -2.501 4.314 -1.613 0.0 0.0 0.0 0.24
H 0.477 3.354 1.416 0.0 0.0 0.0 0.44
H 0.507 5.505 2.628 0.0 0.0 0.0 0.44
H -1.277 6.036 4.253 0.0 0.0 0.0 0.43
H -3.073 4.396 4.702 0.0 0.0 0.0 0.42
H -3.069 2.215 3.549 0.0 0.0 0.0 0.54
H -0.617 0.901 4.303 0.0 0.0 0.0 0.60
H -1.064 -1.192 5.587 0.0 0.0 0.0 0.51
H -2.157 -3.112 4.421 0.0 0.0 0.0 0.47
H -2.652 -2.899 1.991 0.0 0.1 0.0 0.50
C 0.488 -5.060 -2.419 0.0 -0.1 0.0 -0.93
C 0.746 -4.706 -3.732 0.0 0.0 -0.1 -0.49
C 0.292 -3.484 -4.200 0.0 0.0 0.0 -0.93
C -0.406 -2.647 -3.338 0.1 0.1 0.1 0.81
N -0.661 -2.989 -2.070 0.1 0.1 -0.2 0.00
C -0.220 -4.171 -1.632 -0.3 0.1 0.0 -0.13
C -0.781 -1.274 -3.800 0.0 0.0 0.1 0.47
C -1.137 -1.060 -5.124 0.0 0.0 0.0 -0.90
C -1.289 0.236 -5.591 0.0 -0.1 0.0 -0.60
C -1.040 1.291 -4.730 0.0 0.0 -0.1 -1.23
C -0.759 1.006 -3.412 0.0 0.0 0.2 -0.17
N -0.669 -0.242 -2.933 -0.1 -0.3 0.0 0.48
H 0.827 -6.003 -2.012 0.0 0.0 0.0 0.42
H 1.306 -5.365 -4.385 0.0 0.0 0.0 0.46
H 0.505 -3.172 -5.213 0.0 0.0 0.0 0.46
H -0.471 -4.433 -0.608 0.0 0.0 0.0 0.43
H -1.292 -1.906 -5.780 0.0 0.0 0.0 0.60
H -1.582 0.415 -6.617 0.0 0.0 0.0 0.45
H -1.088 2.318 -5.063 0.0 0.0 0.0 0.47
H -0.601 1.806 -2.696 0.0 -0.1 0.0 0.71
C 2.197 0.499 -1.517 0.1 0.0 0.1 -0.95
C 1.938 0.871 -0.059 0.0 -0.2 -0.1 0.53
N 2.364 -0.160 0.900 0.1 0.1 -0.1 0.34
C 3.663 0.043 1.567 0.0 0.0 -0.1 -0.82
C 4.859 -0.381 0.722 0.0 0.0 0.0 -1.04
C 1.665 -1.290 1.015 0.0 0.2 0.0 0.61
C 2.194 -2.384 1.910 0.0 0.0 -0.1 -1.87
N 0.527 -1.446 0.381 -0.2 -0.2 -0.2 0.32
H 1.947 1.346 -2.159 0.0 0.0 0.0 0.41
H 1.593 -0.356 -1.822 0.1 0.0 0.0 -0.05
H 3.245 0.252 -1.679 0.0 0.0 0.0 0.36
H 0.876 1.068 0.095 0.2 0.0 0.0 -0.99
H 2.479 1.780 0.192 0.0 0.0 0.1 0.54
H 3.663 -0.479 2.519 0.0 0.0 0.0 0.50
H 3.734 1.104 1.797 0.0 0.0 0.1 0.43
H 4.745 -1.403 0.354 0.0 0.0 0.0 0.26
H 5.768 -0.335 1.322 0.0 0.0 0.0 0.41
H 4.994 0.278 -0.136 0.0 0.0 0.0 0.31
H 3.185 -2.711 1.595 0.0 0.0 0.0 0.34
H 1.526 -3.242 1.892 0.0 0.0 0.0 0.45
H 2.269 -2.036 2.940 0.0 0.0 0.0 0.43
H 0.182 -2.385 0.556 0.1 0.0 0.1 -0.11
```
Positions in Å, forces in eV/Å.

---

Entry from the OMol25 dataset: one molecule with the formula C4H8N2 (wB97M-V/def2-TZVPD).

Output
net charge: 0
frontier orbital gap: 8.3 eV
calculated total energy: -266.5362 Ha

Structure (XYZ):
```
14
Properties=species:S:1:pos:R:3:forces:R:3:mulliken_charge:R:1
C -1.567 0.751 -0.390 -0.2 -0.1 0.1 -0.39
N -0.556 1.756 -0.184 0.1 0.1 0.2 -0.60
C -0.226 0.617 -1.074 0.3 -0.1 -0.4 0.08
C 0.766 -0.439 -0.872 0.0 0.4 0.0 -0.51
C 1.385 -0.473 0.483 0.1 0.1 -0.1 -0.25
N 0.356 -1.399 1.036 0.0 -0.3 0.0 -0.55
H -2.398 1.060 -1.023 0.2 -0.2 0.1 0.24
H -1.835 0.089 0.430 0.2 0.0 -0.1 0.29
H -0.133 1.609 0.730 0.0 0.0 -0.1 0.30
H -0.274 0.882 -2.128 -0.1 0.1 0.1 0.40
H -0.188 -1.728 0.224 -0.2 -0.1 0.3 0.27
H 1.430 0.458 1.067 -0.1 -0.2 -0.1 0.16
H 2.387 -0.920 0.481 -0.3 0.1 -0.1 0.26
H 0.830 -2.247 1.332 0.0 0.0 0.1 0.28
```
Positions in Å, forces in eV/Å.

---

Entry from the OMol25 dataset: C10H7N2O5Yb as an isolated structure at a distorted geometry (wB97M-V/def2-TZVPD).

Output
net charge: +2
frontier orbital gap (alpha / beta): 6.7 / 6.7 eV
calculated total energy: -2029.0247 Ha
2S+1: 2

Structure (XYZ):
```
25
Properties=species:S:1:pos:R:3:forces:R:3:mulliken_charge:R:1
O 1.605 1.892 -4.763 -0.9 -1.7 3.9 -0.15
C 1.325 1.466 -3.725 1.0 1.8 -4.0 0.19
Yb 0.154 0.325 -0.147 2.5 0.1 -1.2 0.47
O -1.651 2.267 -2.557 2.8 -2.5 2.5 -0.05
C -0.956 1.639 -1.889 -3.5 3.1 -3.1 0.29
C -1.653 0.028 1.389 -4.5 -0.9 3.9 0.35
O -2.502 -0.050 2.161 3.3 0.4 -3.0 -0.06
C 1.507 -1.424 0.899 1.4 -3.3 2.9 0.34
O 1.981 -2.245 1.550 -1.4 2.9 -2.6 -0.10
C -0.754 -1.853 -1.388 -2.2 -3.5 -1.7 0.28
O -1.239 -2.771 -1.891 2.1 3.7 1.9 -0.06
H 1.607 -0.281 -1.392 -0.6 -0.1 0.7 0.09
N 2.184 4.455 4.361 -0.4 -0.9 -1.0 -0.44
C 1.759 3.563 3.432 0.4 0.8 0.8 1.27
C 1.410 2.239 3.801 -0.4 -1.0 -0.6 -0.88
C 0.973 1.365 2.818 0.3 0.6 0.7 -0.20
N 0.869 1.723 1.513 -0.2 -0.3 -0.5 -0.11
C 1.214 2.987 1.151 0.4 0.7 1.0 -0.26
C 1.657 3.935 2.068 -0.4 -0.6 -1.1 -0.80
H 2.250 4.161 5.330 0.1 0.4 -0.3 0.23
H 2.428 5.395 4.065 0.0 -0.3 0.5 0.23
H 1.475 1.892 4.837 0.0 0.2 -0.4 0.32
H 0.684 0.327 3.037 0.2 0.5 0.2 0.37
H 1.125 3.211 0.082 0.1 0.2 0.4 0.35
H 1.918 4.942 1.728 -0.1 -0.4 0.2 0.34
```
Positions in Å, forces in eV/Å.

---

net charge of number 2 (C5H9N)?
0